No. 1
Molecular formula: C2H3N3O
Method: DFT, ωB97M-V/def2-TZVPD

Each line ends with the natural charge from an NBO analysis.
Cartesian coordinates (Å):
C -0.9917 0.2377 -0.6709  -0.14
C -0.1785 0.3661 0.5856  0.19
N -1.7146 1.4930 -0.8994  -0.04
N -0.8026 1.3184 -1.6762  -0.03
N 1.1055 -0.1377 0.6598  -0.35
O 0.0746 -0.6238 1.5585  -0.36
H -1.4316 -0.6230 -1.0534  0.20
H -0.4165 1.4245 1.1156  0.18
H 1.4708 -0.8540 0.0330  0.36

- energy relative to the best compared isomer or geometry (same formula, charge and spin) (kJ/mol) = 542.9
- HOMO level (eV) = -9.733
- molar mass (g mol⁻¹) = 85.1
- F_max (eV/A) = 3.067
- SMILES string = N1=NC1[C@@H]1NO1

---

No. 2
Molecular formula: C2H3N3O
Method: DFT, ωB97M-V/def2-TZVPD

Each line ends with the natural charge from an NBO analysis.
Cartesian coordinates (Å):
C 0.3915 0.1115 -0.8101  -0.15
C 1.0841 0.8229 0.1208  -0.10
H -1.8504 -1.4481 0.6788  0.50
H 0.8085 -0.3099 -1.6795  0.24
H 2.0061 1.3623 -0.1960  0.22
N -0.7096 -0.2351 -0.1491  0.15
N 0.4999 0.7454 1.3817  -0.23
N -0.5934 0.0272 1.0994  -0.13
O -1.6367 -1.0760 -0.4459  -0.49

- energy relative to the best compared isomer or geometry (same formula, charge and spin) (kJ/mol) = 441.3
- HOMO level (eV) = -9.912
- molar mass (g mol⁻¹) = 85.1
- F_max (eV/A) = 6.220
- SMILES string = On1ccnn1

---

No. 3
Molecular formula: C2H3N3O
Method: DFT, ωB97M-V/def2-TZVPD

Each line ends with the natural charge from an NBO analysis.
Cartesian coordinates (Å):
C -0.4825 -1.1613 0.0016  0.11
C -0.3470 0.9935 -0.0023  0.08
H 2.0422 0.7365 0.0608  0.48
H -0.1541 -2.2097 0.0156  0.22
H 0.0828 2.0041 -0.0819  0.20
N 0.4120 -0.1360 0.0471  -0.07
N -1.7045 -0.6839 -0.0248  -0.27
N -1.6241 0.6603 0.0124  -0.27
O 1.7753 -0.2034 -0.0286  -0.49

- energy relative to the best compared isomer or geometry (same formula, charge and spin) (kJ/mol) = 277.7
- HOMO level (eV) = -10.004
- molar mass (g mol⁻¹) = 85.1
- F_max (eV/A) = 1.589
- SMILES string = On1cnnc1

---

Number 1: lowest unoccupied orbital energy 0.0096 Ha. Number 2: lowest unoccupied orbital energy 0.0161 Ha. Number 3: lowest unoccupied orbital energy 0.0124 Ha.